(one)
An isolated molecule of C4H9NO2. Source: the OMol25 dataset; level of theory: ωB97M-V/def2-TZVPD.

Cartesian coordinates (Å):
C -1.03 1.21 -0.61
C -0.50 0.42 0.56
C -1.08 -1.05 0.59
O -0.07 -1.90 1.00
N 1.21 0.58 0.25
C 2.00 -0.25 -0.50
O 1.73 -1.41 -0.82
H -0.55 2.18 -0.59
H -2.12 1.33 -0.67
H -0.69 0.64 -1.48
H -0.76 0.87 1.54
H -1.92 -1.18 1.31
H -1.54 -1.33 -0.38
H 0.63 -1.74 0.33
H 1.71 1.49 0.34
H 2.99 0.13 -0.86

Properties
SMILES string   C[C@@H](CO)NC=O
Spin multiplicity   1
Frontier orbital gap   10.55 eV

(two)
An isolated molecule of C4H9NO2. Source: the OMol25 dataset; level of theory: ωB97M-V/def2-TZVPD.

Cartesian coordinates (Å):
C -2.38 0.26 0.94
O -1.26 -0.40 0.45
C -0.67 0.26 -0.64
C 0.61 -0.48 -0.90
N 1.47 -0.45 0.27
C 2.75 -0.06 0.08
O 3.17 0.31 -1.00
H -2.12 1.28 1.28
H -3.17 0.34 0.18
H -2.74 -0.33 1.78
H -0.44 1.31 -0.40
H -1.34 0.27 -1.52
H 1.12 0.02 -1.72
H 0.43 -1.51 -1.23
H 1.16 -0.74 1.20
H 3.41 -0.09 0.98

Properties
SMILES string   COCCNC=O
Spin multiplicity   1
Frontier orbital gap   10.66 eV

(three)
A structure of composition C4H9NO2. Source: the OMol25 dataset; level of theory: ωB97M-V/def2-TZVPD.

Cartesian coordinates (Å):
N 2.18 -1.66 1.61
C 1.28 -0.77 1.11
O 0.13 -1.11 1.45
C 0.87 1.04 0.13
C -0.55 0.82 0.10
C -1.18 0.23 -1.14
O -1.59 1.20 -2.12
H 1.72 -2.39 2.20
H 3.20 -1.65 1.53
H 1.27 1.91 0.68
H 1.44 0.91 -0.79
H -0.52 -0.22 0.87
H -1.21 1.44 0.70
H -0.46 -0.49 -1.60
H -2.05 -0.36 -0.79
H -2.14 0.74 -2.77

Properties
Spin multiplicity   1
Frontier orbital gap   9.43 eV

(four)
An isolated molecule of C4H9NO2. Source: the OMol25 dataset; level of theory: ωB97M-V/def2-TZVPD.

Cartesian coordinates (Å):
C -2.39 0.25 0.91
O -1.23 -0.38 0.46
C -0.63 0.31 -0.59
C 0.60 -0.44 -0.92
N 1.47 -0.49 0.44
C 2.71 -0.10 0.12
O 2.94 0.23 -1.03
H -2.16 1.26 1.28
H -3.13 0.32 0.11
H -2.78 -0.36 1.72
H -0.35 1.34 -0.31
H -1.31 0.39 -1.46
H 1.01 0.03 -1.85
H 0.47 -1.49 -1.18
H 1.29 -0.78 1.43
H 3.51 -0.08 0.88

Properties
SMILES string   COCCNC=O
Spin multiplicity   1
Frontier orbital gap   10.44 eV

Unit: hartree. Relative energies: (one) 0.0339; (two) 0.0000; (three) 0.1046; (four) 0.0407.

(one)
An isolated molecule of C4H9NO2. Source: the OMol25 dataset; level of theory: ωB97M-V/def2-TZVPD.

Cartesian coordinates (Å):
C -1.76 -0.29 -0.39
C -0.33 -0.72 -0.32
O 0.41 0.01 -1.37
C 0.32 -0.56 1.10
N 1.59 0.06 0.80
C 1.34 1.28 0.18
O 0.36 1.96 0.41
H -2.43 -0.86 0.26
H -2.09 -0.39 -1.43
H -1.79 0.76 -0.08
H -0.13 -1.75 -0.63
H 0.03 0.87 -1.63
H -0.24 0.09 1.78
H 0.48 -1.51 1.65
H 2.09 -0.56 0.16
H 2.14 1.61 -0.49

Properties
SMILES string   C[C@@H](O)CNC=O
Spin multiplicity   1
Frontier orbital gap   10.56 eV

(two)
An isolated molecule of C4H9NO2. Source: the OMol25 dataset; level of theory: ωB97M-V/def2-TZVPD.

Cartesian coordinates (Å):
C 0.53 -0.54 -1.80
C 1.40 -0.02 -0.68
O 2.60 -0.14 -0.67
N 0.76 0.72 0.28
C -0.64 0.83 0.65
C -1.45 -0.46 0.59
O -2.56 -0.35 1.47
H 0.18 -1.57 -1.62
H 1.14 -0.58 -2.69
H -0.34 0.08 -1.91
H 1.39 1.18 0.91
H -1.16 1.56 0.03
H -0.70 1.15 1.68
H -1.77 -0.70 -0.43
H -0.86 -1.34 0.89
H -3.31 -0.03 0.96

Properties
SMILES string   CC(=O)NCCO
Spin multiplicity   1
Frontier orbital gap   10.20 eV

Unit: hartree. Relative energies: (one) 0.0251; (two) 0.0000.

(one)
A cluster of 2 separate species, C5H9Cl in total. Source: the OMol25 dataset; level of theory: ωB97M-V/def2-TZVPD.

Cartesian coordinates (Å):
C 0.45 0.68 1.25
C -0.05 0.84 -0.16
C 0.92 -0.28 0.12
C -1.41 0.70 -0.71
C 0.42 -1.73 0.00
Cl 2.63 0.27 -0.40
H 1.16 1.28 1.54
H -0.14 0.23 1.95
H 0.40 1.96 -0.96
H -1.46 0.63 -1.72
H -2.13 1.46 -0.56
H -1.83 -0.12 -0.20
H 0.03 -1.81 -1.06
H -0.32 -1.79 0.68
H 1.32 -2.32 0.23

Properties
Spin multiplicity   1
Frontier orbital gap   10.73 eV

(two)
An isolated molecule of C5H9Cl. Source: the OMol25 dataset; level of theory: ωB97M-V/def2-TZVPD.

Cartesian coordinates (Å):
C 0.57 -1.86 0.08
C 0.17 -0.39 -0.27
C 1.49 0.43 -0.25
C -1.09 0.16 -0.17
C -1.59 1.45 0.07
Cl -2.31 -1.04 -0.19
H -0.20 -2.55 0.22
H 1.53 -2.25 -0.44
H 0.90 -1.58 1.19
H 2.15 0.23 -1.11
H 1.42 1.51 -0.25
H 2.18 0.18 0.64
H -2.26 1.67 0.97
H -0.84 2.24 0.35
H -2.12 1.82 -0.84

Properties
SMILES string   CC(C)=C(C)Cl
Spin multiplicity   1
Frontier orbital gap   9.50 eV

(three)
An isolated molecule of C5H9Cl. Source: the OMol25 dataset; level of theory: ωB97M-V/def2-TZVPD.

Cartesian coordinates (Å):
C -1.45 -0.96 -0.97
C -0.29 -0.34 -0.09
C 0.59 -1.40 0.45
C 0.00 0.97 -0.13
C 0.85 1.82 0.74
Cl 2.13 2.71 -0.06
H -1.37 -2.02 -1.31
H -1.56 -0.38 -1.94
H -2.33 -0.69 -0.37
H 1.69 -1.20 0.66
H 0.63 -2.33 -0.15
H 0.08 -1.55 1.41
H -0.62 1.53 -0.90
H 1.34 1.15 1.50
H 0.32 2.67 1.15

Properties
SMILES string   CC(C)=CCCl
Spin multiplicity   1
Frontier orbital gap   10.05 eV

(four)
An isolated molecule of C5H9Cl. Source: the OMol25 dataset; level of theory: ωB97M-V/def2-TZVPD.

Cartesian coordinates (Å):
C -2.12 -0.49 0.55
C -1.11 -0.58 -0.71
C 0.08 0.10 -0.41
C 1.39 -0.11 -0.17
C 2.38 0.94 0.10
Cl 1.75 -1.76 0.01
H -2.15 0.62 0.87
H -3.01 -1.04 0.25
H -1.74 -1.31 1.30
H -1.06 -1.59 -0.98
H -1.64 0.15 -1.54
H -0.11 1.23 0.08
H 1.61 1.85 -0.43
H 3.26 0.73 -0.24
H 2.47 1.25 1.31

Properties
SMILES string   CC/C=C(/C)Cl
Spin multiplicity   1
Frontier orbital gap   9.21 eV

Unit: hartree. Relative energies: (one) 0.0673; (two) 0.0101; (three) 0.0000; (four) 0.0859.